1.
60
Properties=species:S:1:pos:R:3:forces:R:3:lowdin_charge:R:1 method="wB97M-V/def2-TZVPD" s_squared=0.766 spin_multiplicity=2 charge=0 e_lumo_ev="-0.800 / 0.180" orbital_gap_ev="7.3 / 8.2"
Co -0.020293 0.105340 -0.622792 -0.342 1.034 -0.367 0.40
C 2.083053 2.599874 -2.146729 -0.054 -0.112 0.000 -0.03
C 1.238997 2.953611 -0.974630 -0.059 -0.108 0.006 -0.31
C 1.064765 4.187099 -0.344846 -0.119 -0.208 0.105 0.03
C 0.150915 3.960964 0.671206 0.144 -0.019 -0.170 -0.26
C -0.392811 4.921261 1.667043 -0.072 -0.120 0.040 -0.02
N -0.189184 2.659796 0.633314 -0.007 0.761 0.261 0.04
N 0.477111 2.051362 -0.363925 -0.547 -1.218 -0.039 0.03
B -1.220717 1.889150 1.483469 0.334 -0.583 -0.486 -0.49
N -2.312287 1.351685 0.534277 -0.605 0.340 0.233 0.04
N -2.001084 0.527573 -0.482610 1.146 -0.064 -0.099 0.03
C -3.107736 0.272397 -1.172987 0.081 0.054 0.046 -0.31
C -3.106319 -0.592482 -2.381539 0.125 0.000 0.005 -0.03
C -4.174025 0.950669 -0.575982 0.221 0.025 0.155 0.02
C -3.629593 1.624561 0.502702 -0.136 -0.131 -0.205 -0.26
C -4.310346 2.499126 1.493649 0.148 0.000 0.043 -0.02
N -0.508450 0.681523 2.119819 -0.070 0.092 0.725 0.03
N 0.099561 -0.256188 1.368285 0.193 -0.246 -0.337 0.02
C 0.621497 -1.168578 2.183411 -0.155 0.251 -0.077 -0.32
C 1.366542 -2.347072 1.668209 -0.035 0.070 -0.123 -0.01
C 0.340616 -0.809444 3.503621 -0.129 0.209 -0.059 0.02
C -0.377757 0.370708 3.422526 0.179 -0.298 0.087 -0.27
C -0.935251 1.196051 4.525950 -0.040 0.066 -0.099 -0.02
H 2.674208 3.454786 -2.463414 0.025 0.028 -0.013 0.08
H 2.748988 1.774619 -1.897027 0.040 -0.008 -0.075 0.07
H 1.451013 2.276009 -2.973907 0.085 -0.017 -0.062 0.07
H 1.539568 5.112663 -0.599421 0.094 0.190 -0.020 0.11
H 0.067727 5.895614 1.529181 0.006 0.033 0.008 0.08
H -1.471210 5.021891 1.556433 -0.065 0.071 0.047 0.08
H -0.190585 4.571933 2.678018 -0.019 0.078 0.094 0.08
H -1.688269 2.585810 2.307716 -0.154 0.235 0.258 0.11
H -2.086586 -0.900602 -2.606450 -0.081 -0.079 -0.081 0.01
H -3.722295 -1.476795 -2.223291 -0.015 -0.049 -0.021 0.08
H -3.506582 -0.047948 -3.235414 -0.021 -0.011 -0.052 0.08
H -5.196998 0.947172 -0.892665 -0.219 0.016 -0.030 0.11
H -5.376611 2.530951 1.287249 -0.030 0.006 0.004 0.08
H -4.154341 2.118791 2.501381 -0.066 0.053 0.105 0.08
H -3.912257 3.511467 1.450515 -0.037 0.091 0.055 0.08
H 1.380915 -2.325020 0.578495 0.052 -0.092 -0.015 0.05
H 2.391637 -2.342459 2.034706 0.068 -0.031 -0.019 0.08
H 0.894399 -3.270531 1.999276 0.003 -0.074 -0.029 0.08
H 0.619997 -1.335699 4.393420 0.050 -0.092 0.204 0.11
H -0.697518 0.738680 5.482129 0.004 -0.010 0.045 0.08
H -0.516590 2.200773 4.503356 -0.028 0.082 0.074 0.08
H -2.017109 1.276670 4.434343 -0.067 0.062 0.076 0.08
O 3.461176 -7.078402 -2.432389 -0.043 -0.343 -0.028 0.11
C 4.043701 -5.872448 -2.597546 0.176 0.102 -0.062 -0.49
O 5.220237 -5.795408 -2.833673 -0.255 -0.133 0.123 0.12
C 3.155922 -4.688231 -2.472222 -0.199 0.318 0.031 -0.14
C 3.755340 -3.435663 -2.324386 0.034 -0.393 -0.042 -0.01
C 2.992852 -2.293354 -2.247285 -0.244 -0.026 0.033 -0.10
C 1.600631 -2.370290 -2.330194 0.200 -0.264 -0.005 -0.67
S 0.638931 -0.919096 -2.436690 -0.175 0.120 -0.313 0.68
C 0.994891 -3.621468 -2.466277 -0.012 0.228 0.077 -0.11
C 1.762997 -4.763438 -2.531851 0.348 -0.115 0.001 -0.03
H 2.516799 -7.000246 -2.236843 0.293 0.106 0.010 0.09
H 4.832675 -3.387495 -2.288357 0.102 0.001 0.007 0.12
H 3.460992 -1.327118 -2.143016 0.054 0.099 0.000 0.10
H -0.081160 -3.685010 -2.537195 -0.056 0.023 -0.025 0.10
H 1.255311 -5.710092 -2.678146 -0.048 0.000 -0.007 0.11

=====

2.
14
Properties=species:S:1:pos:R:3:forces:R:3:lowdin_charge:R:1 method="wB97M-V/def2-TZVPD" smiles="CC(=O)[C@@H](C)S" charge=0 e_lumo_ev=0.573 orbital_gap_ev=9.8
C 1.764467 0.182039 -0.748883 0.749 2.809 -1.614 -0.13
C 0.396574 0.375649 -0.199037 -1.149 -0.867 0.872 -0.71
C -0.453481 -0.895174 -0.223248 0.526 1.850 2.894 -0.53
C -1.403091 -0.784212 0.979372 -3.421 -0.795 0.188 -0.06
H 2.427221 0.959585 -0.267210 -0.527 -0.610 -0.783 0.09
H 1.656544 0.476942 -1.902267 0.914 -1.279 2.398 0.11
H 2.196092 -0.765273 -0.482075 0.010 -0.592 -0.498 0.07
H 0.300909 0.582146 0.898895 0.765 0.556 -1.116 0.11
H -0.783285 2.407938 -0.097972 -0.084 0.040 -0.300 -0.12
H -1.054320 -0.651282 1.999283 1.265 -0.143 -0.189 0.08
H -2.168319 0.043745 0.977788 0.967 -0.391 -0.833 0.09
H -2.071742 -1.654738 1.076983 0.392 -0.067 -0.356 0.08
O -0.224125 -1.852953 -0.875611 -0.321 -1.255 -1.004 0.12
S -0.583445 1.575587 -1.136017 -0.087 0.743 0.340 0.80

=====

3.
14
Properties=species:S:1:pos:R:3:forces:R:3:lowdin_charge:R:1 method="wB97M-V/def2-TZVPD" charge=0 e_lumo_ev="-1.173 / -2.622" orbital_gap_ev="9.3 / 7.4"
C -2.995563 -0.365807 0.000000 -1.264 -0.901 0.000 -0.10
C -1.703243 0.339352 0.000000 1.226 -0.523 0.000 -0.12
C -0.519872 -0.290159 0.000000 -2.008 -0.047 0.000 -0.04
C 0.795861 0.407732 0.000000 0.036 1.954 0.000 -0.55
O 1.094557 1.599405 0.000000 -0.663 -2.515 0.000 0.09
O 1.480095 -0.700536 0.000000 2.037 0.247 0.000 0.19
O 3.923423 1.074399 0.000000 1.973 -1.159 0.000 0.11
N 4.531841 0.039989 0.000000 0.299 -0.802 0.000 -0.17
O 5.669631 -0.401627 0.000000 -2.139 1.922 0.000 0.09
H -3.812599 0.378672 0.000000 0.228 -0.628 0.000 0.08
H -3.115034 -1.048376 -0.870306 0.088 0.622 0.315 0.09
H -3.115034 -1.048376 0.870306 0.088 0.622 -0.315 0.09
H -1.758916 1.408039 0.000000 0.360 0.541 0.000 0.11
H -0.475143 -1.392702 0.000000 -0.261 0.668 0.000 0.13

=====

| no. | calculated total energy (Ha) |
| --- | --- |
| 1 | -3139.50448 |
| 2 | -630.59268 |
| 3 | -510.90154 |